Record 1
# C3H7NOS

C3H7NOS in the gas phase (ωB97M-V with the def2-TZVPD basis set, the Open Molecules 2025 dataset).

Geometry as ORCA input:
```
! wB97M-V def2-TZVPD RIJCOSX def2/J DEFGRID3
* xyz 0 1
H -0.71 1.34 -0.35
H -2.34 1.20 -2.33
H -0.11 -1.66 -0.66
H 1.94 0.58 2.21
C 0.15 -0.66 -0.33
H 0.95 -0.32 -0.99
S -1.62 0.09 -2.19
O 0.35 -1.45 1.94
C -1.02 0.30 -0.48
H -1.83 0.06 0.22
H 1.95 0.91 0.58
N 1.61 0.30 1.30
C 0.69 -0.68 1.08
*
```

As for the structure (SMILES): NC(=O)CCS. The energy above the lowest of the compared OMol25 structures with the same formula, charge and spin comes out at 4.0 kcal/mol. As for the calculated total energy: -17597.7561 eV.

Löwdin atomic charge list, values in e, 6 entries: H 0.077; H -0.161; H 0.112; H 0.106; C -0.230; H 0.104

---

Record 2
# C3H7NOS

C3H7NOS in the gas phase in a non-equilibrium geometry (ωB97M-V with the def2-TZVPD basis set, the Open Molecules 2025 dataset).

Geometry as ORCA input:
```
! wB97M-V def2-TZVPD RIJCOSX def2/J DEFGRID3
* xyz 0 3
C 1.70 -0.85 -0.98
H -0.16 -1.03 1.70
H 0.27 0.64 1.78
N -1.65 1.52 -0.33
O -2.39 -0.82 0.35
H 0.93 -0.83 -1.68
H -2.62 1.65 -0.18
H 2.34 -0.49 0.88
C 0.14 -0.17 0.93
H 2.70 -1.06 -1.27
C 1.43 -0.48 0.26
S -1.31 -0.16 -0.30
H -1.39 2.08 -1.17
*
```

The energy above the lowest of the compared OMol25 structures with the same formula, charge and spin comes out at 101.2 kcal/mol. As for the calculated total energy: -17589.3131 eV.

Löwdin atomic charge list, values in e, 6 entries: C -0.080; H 0.121; H 0.092; N -0.151; O -0.426; H -0.004

---

Record 3
# C3H7NOS2

A gas-phase ion, C3H7NOS2 (charge -1) in a non-equilibrium geometry (ωB97M-V with the def2-TZVPD basis set, the Open Molecules 2025 dataset).

Geometry as ORCA input:
```
! wB97M-V def2-TZVPD RIJCOSX def2/J DEFGRID3
* xyz -1 2
H 1.78 1.51 -1.37
C -0.14 0.75 -0.39
H -1.09 0.20 -0.78
H -0.84 2.50 0.38
C 0.62 1.19 -1.58
H -1.61 -3.59 1.88
S -0.22 -3.24 1.81
C 0.53 -0.51 0.11
H 1.44 -0.77 -0.47
S -0.61 -1.97 0.14
N -0.21 1.80 0.60
H 0.96 -0.46 1.10
O 0.22 1.12 -2.71
H -0.81 1.47 1.28
*
```

The energy above the lowest of the compared OMol25 structures with the same formula, charge and spin comes out at 45.9 kcal/mol. As for the calculated total energy: -28430.4669 eV.

Löwdin atomic charge list, values in e, 6 entries: H 0.158; C -0.495; H 0.115; H 0.044; C -0.297; H -0.225

---

Record 4
# C3H7NS2

C3H7NS2 in the gas phase in a non-equilibrium geometry (ωB97M-V with the def2-TZVPD basis set, the Open Molecules 2025 dataset).

Geometry as ORCA input:
```
! wB97M-V def2-TZVPD RIJCOSX def2/J DEFGRID3
* xyz 0 1
C -1.27 -0.01 0.12
H -0.54 -2.06 -0.21
S 2.92 -0.84 0.01
S 1.15 1.40 -0.19
N 1.44 -0.14 0.34
C -0.52 -1.07 -0.67
H -0.10 -1.00 -1.74
H -1.05 2.00 -0.77
H -2.33 0.05 -0.24
H -0.99 2.02 0.86
C -0.63 1.37 0.00
H 3.14 -1.22 1.33
H -1.23 -0.49 1.14
*
```

The energy above the lowest of the compared OMol25 structures with the same formula, charge and spin comes out at 98.3 kcal/mol. As for the calculated total energy: -26380.9108 eV.

Löwdin atomic charge list, values in e, 6 entries: C -0.326; H 0.049; S 0.609; S 0.769; N -0.910; C -0.041

---

Record 5
# C3H7NS2

2 unconnected molecules or ions with the total composition C3H7NS2 in a non-equilibrium geometry (ωB97M-V with the def2-TZVPD basis set, the Open Molecules 2025 dataset).

Geometry as ORCA input:
```
! wB97M-V def2-TZVPD RIJCOSX def2/J DEFGRID3
* xyz 0 3
H -3.21 1.01 -0.17
S 1.69 1.56 -0.14
H 3.07 -1.69 0.23
H -1.48 -0.29 1.49
C -1.35 0.30 0.56
H 4.04 -0.08 0.21
H -2.37 0.39 -1.45
N 3.13 -0.61 0.14
S 0.73 -1.10 -0.57
H -3.01 -0.73 -0.10
H -0.68 1.11 0.21
C 1.95 -0.02 -0.05
C -2.50 0.16 -0.36
*
```

The energy above the lowest of the compared OMol25 structures with the same formula, charge and spin comes out at 0.0 kcal/mol. As for the calculated total energy: -26381.0286 eV.

Löwdin atomic charge list, values in e, 6 entries: H 0.073; S 0.735; H 0.127; H 0.059; C -0.223; H 0.131

---

Record 6
# C3H7O

2 unconnected molecules or ions with the total composition C3H7O in a non-equilibrium geometry (ωB97M-V with the def2-TZVPD basis set, the Open Molecules 2025 dataset).

Geometry as ORCA input:
```
! wB97M-V def2-TZVPD RIJCOSX def2/J DEFGRID3
* xyz -1 1
H 1.56 0.21 -0.85
H -0.59 -0.01 1.36
C -0.48 1.77 0.23
H -1.46 2.09 0.57
H 1.69 -0.83 0.64
H -0.20 -1.37 -0.83
C 1.05 -0.20 0.03
H 0.08 2.58 -0.20
C 0.00 0.54 0.62
H -0.73 -2.74 -0.47
O -0.92 -2.03 -1.10
*
```

The energy above the lowest of the compared OMol25 structures with the same formula, charge and spin comes out at 25.4 kcal/mol. As for the calculated total energy: -5270.5896 eV.

Löwdin atomic charge list, values in e, 6 entries: H -0.002; H 0.069; C -0.158; H -0.021; H -0.018; H -0.027

---

Record 7
# C3H7O

2 unconnected molecules or ions with the total composition C3H7O in a non-equilibrium geometry (ωB97M-V with the def2-TZVPD basis set, the Open Molecules 2025 dataset).

Geometry as ORCA input:
```
! wB97M-V def2-TZVPD RIJCOSX def2/J DEFGRID3
* xyz -1 1
H -2.70 0.50 0.25
H -0.84 -0.39 -1.63
C 1.56 -0.33 0.86
H 2.09 0.61 0.55
H -0.30 -1.22 0.66
C 0.42 -0.57 0.13
H 2.29 -0.95 1.28
C 0.15 -0.15 -1.28
O -2.21 1.31 0.50
H -1.35 0.87 0.54
H 0.90 0.32 -1.87
*
```

The energy above the lowest of the compared OMol25 structures with the same formula, charge and spin comes out at 48.7 kcal/mol. As for the calculated total energy: -5269.5767 eV.

Löwdin atomic charge list, values in e, 6 entries: H 0.032; H -0.041; C -0.213; H -0.011; H 0.052; C -0.446

---

Record 8
# C3H7O2

A gas-phase ion, C3H7O2 (charge -1) (ωB97M-V with the def2-TZVPD basis set, the Open Molecules 2025 dataset).

Geometry as ORCA input:
```
! wB97M-V def2-TZVPD RIJCOSX def2/J DEFGRID3
* xyz -1 1
C 0.13 -0.65 0.36
H 0.82 1.61 -1.10
H 0.09 2.72 -0.02
H -0.96 1.61 -0.80
H -1.29 -1.95 -0.57
O 0.20 0.82 0.71
C -1.24 -0.90 -0.32
H 0.03 -1.06 1.40
C 0.02 1.69 -0.35
H -2.07 -0.61 0.34
O 1.14 -1.10 -0.29
H -1.29 -0.33 -1.25
*
```

As for the structure (SMILES): CO[C@@H](C)[O-]. The energy above the lowest of the compared OMol25 structures with the same formula, charge and spin comes out at 46.1 kcal/mol. As for the calculated total energy: -7318.9547 eV.

Löwdin atomic charge list, values in e, 6 entries: C -0.705; H 0.078; H 0.056; H 0.053; H 0.051; O -0.205

---

Record 9
# C3H7O2

3 unconnected molecules or ions with the total composition C3H7O2 in a non-equilibrium geometry (ωB97M-V with the def2-TZVPD basis set, the Open Molecules 2025 dataset).

Geometry as ORCA input:
```
! wB97M-V def2-TZVPD RIJCOSX def2/J DEFGRID3
* xyz -1 1
C 0.89 0.73 -1.13
H 1.82 2.67 -1.24
H -1.92 -0.50 0.48
C -1.75 -0.06 1.48
O -0.08 -0.01 -0.80
H 0.35 -3.51 -0.29
H 1.64 0.29 -1.81
O -2.47 0.69 2.07
H 0.96 2.38 0.32
H -0.77 -0.44 1.84
H 0.17 -4.23 -0.25
C 1.18 2.00 -0.67
*
```

The energy above the lowest of the compared OMol25 structures with the same formula, charge and spin comes out at 80.9 kcal/mol. As for the calculated total energy: -7317.4424 eV.

Löwdin atomic charge list, values in e, 6 entries: C -0.563; H -0.029; H 0.056; C -0.186; O -0.224; H 0.005

---

Record 10
# C3H7O2

3 unconnected molecules or ions with the total composition C3H7O2 in a non-equilibrium geometry (ωB97M-V with the def2-TZVPD basis set, the Open Molecules 2025 dataset).

Geometry as ORCA input:
```
! wB97M-V def2-TZVPD RIJCOSX def2/J DEFGRID3
* xyz 0 2
H 2.55 1.91 -0.70
H -0.76 -0.11 -1.20
C 1.82 1.23 -0.30
H 0.82 1.31 -0.82
O 2.12 -1.00 0.65
H -0.72 -0.53 -1.73
H -2.74 -1.96 0.25
C -2.80 -0.92 0.52
H -1.82 -0.41 0.59
O -3.89 -0.51 0.99
H 3.10 0.74 1.22
C 2.33 0.26 0.52
*
```

The energy above the lowest of the compared OMol25 structures with the same formula, charge and spin comes out at 65.7 kcal/mol. As for the calculated total energy: -7314.5408 eV.

Löwdin atomic charge list, values in e, 6 entries: H 0.060; H 0.013; C 0.086; H 0.061; O -0.021; H 0.067

---

Record 11
# C3H7O2P

C3H7O2P in the gas phase in a non-equilibrium geometry (ωB97M-V with the def2-TZVPD basis set, the Open Molecules 2025 dataset).

Geometry as ORCA input:
```
! wB97M-V def2-TZVPD RIJCOSX def2/J DEFGRID3
* xyz 0 1
H 0.06 1.72 -1.77
C -0.23 -0.28 1.54
P -0.47 -0.29 -0.29
C 0.00 1.44 -0.67
O -1.82 -0.82 -0.58
H 0.64 0.00 2.14
H -0.75 -1.20 1.85
H 0.86 1.79 -0.10
C 0.94 -1.28 -1.07
H 0.70 -1.73 -2.06
H -0.89 0.45 1.82
O 1.88 -1.66 -0.42
H -0.92 1.85 -0.39
*
```

As for the structure (SMILES): CP(C)(=O)C=O. The energy above the lowest of the compared OMol25 structures with the same formula, charge and spin comes out at 20.5 kcal/mol. As for the calculated total energy: -16607.7967 eV.

Löwdin atomic charge list, values in e, 6 entries: H 0.074; C -0.162; P 0.596; C -0.178; O -0.344; H 0.068

---

Record 12
# C3H7O2S

2 unconnected molecules or ions with the total composition C3H7O2S in a non-equilibrium geometry (ωB97M-V with the def2-TZVPD basis set, the Open Molecules 2025 dataset).

Geometry as ORCA input:
```
! wB97M-V def2-TZVPD RIJCOSX def2/J DEFGRID3
* xyz -1 1
O 2.10 -0.27 2.07
C -0.95 -0.17 -0.85
H 2.14 0.34 1.29
H 1.20 -0.70 -0.39
H -1.32 0.28 -1.78
H -1.14 0.87 1.08
C 0.53 0.04 -0.95
H 1.15 -0.56 2.10
H 0.88 -0.21 -1.93
C -1.60 0.13 0.39
H -1.16 -1.29 -1.06
S 0.90 1.81 -0.60
O -2.73 -0.28 0.64
*
```

The energy above the lowest of the compared OMol25 structures with the same formula, charge and spin comes out at 31.6 kcal/mol. As for the calculated total energy: -18155.2463 eV.

Löwdin atomic charge list, values in e, 6 entries: O -0.144; C -0.333; H -0.031; H 0.057; H 0.113; H 0.090